Record 1
Entry from OMol25: a molecular structure, C12H17BrClCsF5ILiN2O7S in a non-equilibrium geometry (the ωB97M-V functional and the def2-TZVPD basis).

Last column: Löwdin charge in e.
Positions of all 49 atoms, in Å:
1 F 3.29721 1.76008 0.88646  0.085
2 C 3.25123 0.43039 0.74604  -0.576
3 F 4.41519 0.10378 0.12812  0.140
4 F 3.26435 -0.16374 1.91772  0.198
5 C 2.09857 0.00950 -0.12141  -0.092
6 C 1.95935 0.63907 -1.34410  0.010
7 C 0.91614 0.26800 -2.16111  -0.007
8 C 0.04873 -0.71960 -1.75601  -0.005
9 C 0.19135 -1.34660 -0.52663  -0.171
10 C -0.76993 -2.44094 -0.21359  -0.668
11 F -1.65538 -2.65044 -1.19545  0.076
12 F -0.06334 -3.63123 -0.11540  0.001
13 S -1.80304 -2.48208 1.32423  0.839
14 Br -0.44308 -2.37676 3.09480  0.488
15 C -2.89676 -1.00812 1.41325  -0.417
16 C -2.67402 0.15059 0.45206  -0.279
17 C -1.71966 1.28778 0.85570  -0.582
18 I -1.13724 1.36020 2.88380  1.004
19 C 1.23778 -0.96576 0.28977  0.028
20 H 2.64833 1.39274 -1.68143  0.130
21 H 0.79644 0.72253 -3.12862  0.130
22 H -0.73823 -1.00014 -2.43428  0.127
23 H -2.93848 -0.74121 2.47020  0.033
24 H -3.85850 -1.46310 1.17688  0.097
25 H -2.39881 -0.25603 -0.51978  0.090
26 H -3.65288 0.59365 0.28552  0.133
27 H -2.22332 2.23066 0.66645  0.041
28 H -0.81879 1.33750 0.25596  0.013
29 H 1.40621 -1.45094 1.23765  0.082
30 N 1.35202 3.54170 0.63715  -0.614
31 O 1.86987 4.68948 0.49762  -0.069
32 O 0.86029 2.95338 -0.35364  -0.050
33 O 1.40903 2.97507 1.73465  -0.101
34 N -1.35262 -5.88731 -1.76280  0.060
35 H -0.56756 -6.53171 -1.82732  -0.226
36 H -1.78460 -5.78164 -2.70512  0.026
37 H -2.05974 -6.27178 -1.12502  0.069
38 H -1.01956 -4.97868 -1.41509  0.098
39 Cl -3.25844 -7.44879 -2.86390  -0.334
40 Li 3.84328 3.48961 0.06916  0.818
41 O 6.70181 4.36613 0.37623  -0.059
42 H 7.28192 5.12446 0.50076  0.050
43 H 7.09131 3.67696 0.92444  0.039
44 C -3.05385 4.83527 1.24315  -0.853
45 O -3.83382 3.93961 1.66850  -0.111
46 O -3.54537 5.52262 0.12002  0.006
47 O -1.94768 5.16312 1.66606  -0.023
48 H -4.39158 5.06236 0.03387  0.071
49 Cs 0.66585 -8.02962 -2.30553  1.254

- E_LUMO (eV) = -5.607
- total charge = +1
- gap between HOMO and LUMO (hartree) = 0.0744
- molar mass (g mol⁻¹) = 810.4
- DFT total energy (eV) = -145859.8107

---

Record 2
Entry from OMol25: a molecular structure, C33H45BFN12O3STi in a non-equilibrium geometry (the ωB97M-V functional and the def2-TZVPD basis).

Last column: Löwdin charge in e.
Positions of all 97 atoms, in Å:
1 Ti -0.58390 -1.95654 0.88201  0.940
2 C -3.37351 0.39768 1.41713  -0.013
3 C -3.66129 -1.01354 1.02272  -0.303
4 C -4.90418 -1.61830 0.86260  0.030
5 C -4.64270 -2.92082 0.46603  -0.256
6 C -5.59970 -4.02730 0.16470  -0.010
7 N -3.31808 -3.06798 0.39375  0.046
8 N -2.69524 -1.89853 0.73906  -0.008
9 B -2.49653 -4.27329 -0.13874  -0.478
10 N -1.61991 -4.82031 0.99333  0.031
11 N -0.85811 -3.95389 1.74305  0.008
12 C -0.15292 -4.72205 2.58935  -0.302
13 C 0.85136 -4.22058 3.57183  -0.029
14 C -0.48258 -6.06335 2.39127  0.026
15 C -1.40706 -6.08656 1.36754  -0.261
16 C -2.09186 -7.25149 0.72879  -0.010
17 N -1.57154 -3.74428 -1.27202  0.052
18 N -0.77111 -2.65097 -1.04780  0.007
19 C -0.21704 -2.32458 -2.22207  -0.283
20 C 0.70703 -1.16574 -2.38432  0.005
21 C -0.65145 -3.21949 -3.19841  0.030
22 C -1.51468 -4.09478 -2.56004  -0.256
23 C -2.28282 -5.24553 -3.12614  -0.008
24 H -4.26089 1.01115 1.26709  0.088
25 H -3.09077 0.45230 2.46875  0.051
26 H -2.55346 0.80031 0.82681  0.056
27 H -5.87276 -1.16650 1.01895  0.116
28 H -6.61389 -3.70040 0.38545  0.084
29 H -5.55407 -4.32018 -0.88537  0.084
30 H -5.38109 -4.91032 0.76509  0.086
31 H -3.22818 -5.11584 -0.57053  0.117
32 H 0.44003 -3.44556 4.21401  0.027
33 H 1.17343 -5.05038 4.19850  0.083
34 H 1.72640 -3.81153 3.06640  0.069
35 H -0.08182 -6.91234 2.92443  0.116
36 H -1.78637 -8.17002 1.22630  0.084
37 H -3.17742 -7.16504 0.79802  0.082
38 H -1.83307 -7.33448 -0.32889  0.078
39 H 1.54255 -1.22218 -1.68555  0.085
40 H 1.10032 -1.15404 -3.40008  0.086
41 H 0.18805 -0.22340 -2.19991  0.081
42 H -0.37349 -3.22635 -4.24176  0.115
43 H -2.03831 -5.36141 -4.17955  0.084
44 H -2.04016 -6.17616 -2.61121  0.079
45 H -3.35906 -5.09005 -3.03633  0.084
46 N -0.01427 1.50156 2.80081  0.063
47 N -0.80627 1.36792 3.93217  -0.073
48 C -1.29250 0.16655 4.26870  -0.834
49 N -2.14584 0.17659 5.31414  0.093
50 S -0.95319 -1.27971 3.50086  0.797
51 H 0.80609 2.05275 2.99829  0.106
52 H -0.52415 1.86543 2.00531  0.082
53 H -1.24503 2.18142 4.33387  0.148
54 H -2.11227 0.93045 5.98191  0.109
55 H -2.40605 -0.72903 5.66816  0.095
56 F -1.11928 4.10221 -1.88973  0.048
57 C 0.00541 3.55450 -1.35915  -0.233
58 C -0.11940 2.34307 -0.69184  0.031
59 C 1.01540 1.68569 -0.17567  -0.118
60 C 0.95105 0.42054 0.42089  -0.343
61 O -0.20665 -0.22601 0.46040  -0.199
62 C 2.18188 -0.19684 0.89028  -0.074
63 C 3.34007 0.45239 0.75841  0.023
64 N 3.43049 1.72291 0.20328  0.001
65 C 4.70235 2.26676 -0.14894  -0.302
66 C 5.24765 3.45587 0.59272  -0.103
67 C 5.85747 2.09515 0.77742  -0.089
68 C 2.27635 2.34683 -0.32532  -0.117
69 C 2.34806 3.55943 -0.96182  0.031
70 C 1.20164 4.19549 -1.51412  -0.193
71 N 1.38124 5.43421 -2.21848  -0.133
72 C 0.29640 6.40011 -2.27886  -0.138
73 C 0.89826 7.73777 -2.78343  -0.070
74 N 2.38656 7.63534 -2.60908  0.038
75 C 2.95363 6.65640 -3.59944  -0.075
76 C 2.08478 5.38418 -3.49556  -0.122
77 C 2.26012 -1.59610 1.39672  -0.510
78 O 3.20352 -2.03305 2.00078  0.103
79 O 1.19554 -2.35035 1.06886  -0.165
80 H -1.09301 1.87291 -0.62679  0.109
81 H 4.25728 -0.01405 1.08397  0.136
82 H 4.91867 2.22564 -1.21520  0.151
83 H 4.65115 3.84608 1.40889  0.109
84 H 5.79464 4.20089 0.02656  0.097
85 H 5.68270 1.59853 1.72368  0.107
86 H 6.82394 1.88799 0.33841  0.107
87 H 3.30518 4.06330 -1.04215  0.101
88 H -0.12348 6.51345 -1.28136  0.136
89 H -0.51217 6.11000 -2.95335  0.124
90 H 0.53487 8.59632 -2.22648  0.132
91 H 0.71481 7.90108 -3.84157  0.131
92 H 2.52291 7.18503 -1.69797  0.177
93 H 2.85445 8.53513 -2.63906  0.181
94 H 3.99043 6.48012 -3.32224  0.132
95 H 2.91888 7.11388 -4.58537  0.131
96 H 2.70786 4.49704 -3.53707  0.130
97 H 1.38365 5.34084 -4.33967  0.133

- energy above the lowest of the compared OMol25 structures with the same formula, charge and spin (eV) = 1.431
- E_LUMO (alpha / beta) (eV) = -2.608 / -2.609
- total charge = +1
- gap between HOMO and LUMO (alpha / beta) (hartree) = 0.1418 / 0.1421
- molar mass (g mol⁻¹) = 767.5
- DFT total energy (eV) = -96317.9640

---

Record 3
Entry from OMol25: a gas-phase ion, C22H35IN3O3 (charge +1) in a non-equilibrium geometry (the ωB97M-V functional and the def2-TZVPD basis).

Last column: natural (NBO) charge in e.
Positions of all 64 atoms, in Å:
1 C -5.26314 1.54131 -1.08712  -0.729
2 C -5.06722 0.75469 -2.54798  0.788
3 O -5.86352 1.11725 -3.56152  -0.570
4 O -4.05623 -0.31399 -2.57343  -0.549
5 C -3.32439 -0.35884 -3.85291  -0.089
6 C -1.68695 -0.46747 -3.53331  -0.433
7 C -1.05499 -1.93366 -3.90724  -0.420
8 C 0.57562 -2.04280 -3.77528  -0.409
9 C 1.13760 -1.20094 -2.45332  -0.433
10 C 2.38977 -1.93282 -1.68858  -0.429
11 C 3.55924 -0.92367 -1.14162  -0.424
12 C 2.98338 0.49155 -0.49199  -0.260
13 N 2.43962 0.33148 0.91805  -0.511
14 C 0.92268 0.05009 0.87340  0.780
15 N 0.52952 -1.21566 1.23162  -0.536
16 C -0.89774 -1.72266 1.31173  0.051
17 C -2.15702 -0.89818 2.01917  -0.203
18 C -3.69057 -1.46378 2.14419  -0.219
19 C -4.06081 -2.96057 1.56725  -0.179
20 C -2.84276 -3.80848 0.83659  -0.211
21 C -1.28402 -3.22169 0.70715  -0.211
22 N -0.08889 1.11312 0.51321  -0.689
23 C 0.41674 2.51912 0.73216  0.070
24 O 1.87804 2.66307 0.79604  -0.551
25 C 2.49935 1.66868 1.68675  0.250
26 C 4.00170 2.05146 2.21742  -0.448
27 C 4.00564 3.27612 3.30805  -0.438
28 C 2.94148 3.09329 4.55200  -0.546
29 I 3.44920 1.27118 5.69260  0.080
30 H -4.71987 0.91415 -0.22886  0.223
31 H -4.80160 2.62276 -1.08891  0.252
32 H -6.41675 1.54054 -0.79632  0.262
33 H -3.64300 -1.37630 -4.38177  0.202
34 H -3.50605 0.56434 -4.55196  0.226
35 H -1.59993 -0.23886 -2.36548  0.191
36 H -1.11964 0.44233 -4.05591  0.214
37 H -1.33342 -2.13407 -5.04962  0.229
38 H -1.52959 -2.71666 -3.17290  0.215
39 H 1.02412 -1.49135 -4.73290  0.213
40 H 1.00639 -3.13162 -3.80449  0.226
41 H 0.26420 -1.10994 -1.64514  0.185
42 H 1.42376 -0.12401 -2.88174  0.219
43 H 2.01930 -2.68655 -0.84175  0.193
44 H 2.91071 -2.63339 -2.50253  0.232
45 H 4.26326 -0.66025 -2.05489  0.235
46 H 4.27169 -1.44630 -0.34022  0.233
47 H 2.22865 1.05301 -1.22703  0.213
48 H 3.93368 1.21287 -0.44232  0.244
49 H 1.28628 -1.91826 1.48567  0.471
50 H -1.92479 0.16971 2.46969  0.245
51 H -4.49619 -0.76629 2.65882  0.262
52 H -5.15966 -3.34693 1.69358  0.263
53 H -3.13465 -4.89275 0.43308  0.262
54 H -0.51680 -3.94284 0.18280  0.252
55 H -0.52345 0.96984 -0.42415  0.444
56 H -0.09875 3.03080 1.66881  0.200
57 H 0.06114 3.16247 -0.20600  0.224
58 H 1.73456 1.51830 2.59106  0.188
59 H 4.66309 2.33535 1.29480  0.241
60 H 4.46549 1.09320 2.74666  0.257
61 H 3.82178 4.28601 2.73463  0.236
62 H 5.08149 3.32116 3.78891  0.242
63 H 1.80926 3.01006 4.19518  0.216
64 H 2.97007 4.01676 5.29387  0.257

- E_LUMO (eV) = -4.327
- total charge = +1
- gap between HOMO and LUMO (hartree) = 0.2762
- molar mass (g mol⁻¹) = 516.4
- structure (SMILES) = CC(=O)OCCCCCCCCN1C(Nc2ccccc2)=[NH+]CO[C@@H]1CCCI
- DFT total energy (eV) = -42072.2901

---

Record 4
Entry from OMol25: a molecular structure, C51H45As2F10N3OPbS in a non-equilibrium geometry (the ωB97M-V functional and the def2-TZVPD basis).

Last column: Löwdin charge in e.
Positions of all 114 atoms, in Å:
1 Pb -0.43022 1.50108 -0.16586  1.306
2 C 1.41188 3.61151 -1.99734  -0.104
3 N 0.66445 3.72585 -0.75164  -0.337
4 C -0.46256 4.67922 -0.86779  -0.157
5 C -1.80589 4.11013 -1.46724  -0.202
6 N -2.23417 2.91755 -0.78350  -0.123
7 C -3.54586 2.66422 -0.75184  -0.239
8 C -4.08471 1.32789 -0.74757  -0.343
9 F -3.24531 0.39668 -1.40896  -0.059
10 C -5.51603 1.16579 -1.04022  -0.112
11 F -5.92460 0.00780 -1.66902  0.119
12 C -6.37451 2.25363 -0.92888  -0.102
13 F -7.73967 2.01221 -1.03231  0.094
14 C -5.91506 3.48268 -0.52115  -0.086
15 F -6.71671 4.45867 -0.03566  0.157
16 C -4.52538 3.66919 -0.42870  -0.117
17 F -4.16517 4.76032 0.29718  0.089
18 C 1.60749 4.00925 0.39164  -0.185
19 C 0.94310 3.75897 1.72184  -0.254
20 N 0.38656 2.39133 1.78868  -0.220
21 C 0.25272 1.72398 3.01017  -0.209
22 C -0.28647 2.43944 4.14265  -0.139
23 F -0.88734 3.62212 3.86412  0.073
24 C -0.32792 1.89966 5.39631  -0.137
25 F -0.97097 2.51971 6.39587  0.126
26 C 0.34721 0.68223 5.66170  -0.111
27 F 0.19764 0.13921 6.88365  0.123
28 C 0.96789 0.00458 4.61258  -0.143
29 F 1.63557 -1.12171 4.83144  0.127
30 C 0.73407 0.43342 3.29845  -0.132
31 F 0.91180 -0.47331 2.28658  0.021
32 H 1.83769 4.58273 -2.27356  0.103
33 H 2.15639 2.81045 -1.91619  0.086
34 H 0.81102 3.31242 -2.86876  0.078
35 H -0.76703 5.04067 0.18236  0.143
36 H -0.10494 5.59367 -1.38378  0.135
37 H -2.58246 4.89038 -1.31700  0.121
38 H -1.73078 3.90636 -2.60280  0.147
39 H 2.47169 3.25552 0.32400  0.143
40 H 2.04615 5.05066 0.27819  0.152
41 H 1.81128 3.87029 2.47998  0.162
42 H 0.10051 4.42613 1.96132  0.096
43 C -0.90445 0.55166 -3.31388  -0.130
44 C -0.30897 -0.64667 -3.21541  -0.071
45 As -3.64397 0.55520 1.37081  1.473
46 C -4.51077 1.61787 2.85662  -0.348
47 C -5.54944 1.07120 3.63607  -0.142
48 C -6.09241 1.76918 4.66613  -0.090
49 C -5.66673 3.04824 5.00004  -0.037
50 C -4.53217 3.56167 4.32677  -0.075
51 C -3.93730 2.87279 3.28016  -0.117
52 C -5.02500 -0.77685 1.25190  -0.465
53 C -6.38154 -0.47159 1.21003  -0.161
54 C -7.30111 -1.40226 0.78562  -0.074
55 C -6.90459 -2.69380 0.59745  -0.054
56 C -5.55423 -3.01853 0.80539  -0.066
57 C -4.60811 -2.08303 1.12226  -0.125
58 As 4.35131 -1.69838 -0.28514  1.304
59 C 3.10903 -3.27061 -0.46972  -0.367
60 C 3.51923 -4.49578 -0.90838  -0.149
61 C 2.69733 -5.57079 -0.90786  -0.063
62 C 1.48435 -5.48106 -0.16977  -0.019
63 C 1.04026 -4.22683 0.34008  -0.061
64 C 1.86055 -3.15124 0.19787  -0.138
65 C 5.00948 -2.51328 1.36719  -0.393
66 C 4.26303 -2.31987 2.55788  -0.124
67 C 4.65870 -2.78681 3.75513  -0.056
68 C 5.82843 -3.58666 3.76271  -0.054
69 C 6.59744 -3.75673 2.62968  -0.081
70 C 6.20952 -3.18821 1.42733  -0.117
71 H -1.95726 0.74742 -3.05857  0.039
72 H -0.31866 1.36109 -3.79555  0.052
73 H 0.75747 -0.83849 -3.22041  0.038
74 H -0.79673 -1.56395 -3.01160  0.045
75 H -5.89657 -0.01083 3.47848  0.130
76 H -6.87789 1.24633 5.21093  0.120
77 H -6.02223 3.57345 5.93009  0.135
78 H -4.15658 4.55815 4.60136  0.119
79 H -3.08576 3.34237 2.69890  0.106
80 H -6.70887 0.50051 1.54330  0.100
81 H -8.38477 -1.04579 0.65289  0.154
82 H -7.66133 -3.46607 0.33462  0.132
83 H -5.25845 -4.07139 0.72448  0.118
84 H -3.58327 -2.32697 1.38452  0.102
85 H 4.58443 -4.60168 -1.25470  0.120
86 H 2.93822 -6.43426 -1.44414  0.094
87 H 0.92318 -6.35740 -0.11485  0.084
88 H 0.14689 -4.07604 0.90594  0.100
89 H 1.56472 -2.18071 0.49166  0.061
90 H 3.33489 -1.79079 2.43832  0.077
91 H 4.04200 -2.63445 4.59370  0.094
92 H 6.26626 -3.90906 4.69140  0.106
93 H 7.58249 -4.23045 2.77609  0.121
94 H 6.77908 -3.33671 0.49029  0.102
95 C 2.40358 -2.15625 -7.29091  -0.026
96 C 3.16672 -1.86029 -5.99541  -0.215
97 C 3.04272 -0.64315 -5.32782  -0.035
98 C 3.89733 -0.36843 -4.25487  -0.059
99 C 4.82597 -1.36368 -3.84549  -0.518
100 C 4.78683 -2.68770 -4.28566  -0.074
101 C 4.04980 -2.86613 -5.46951  0.006
102 S 6.07908 -0.88329 -2.79404  1.152
103 C 7.52469 -1.76279 -3.59094  -0.164
104 O 5.72081 -2.01367 -1.47348  -0.724
105 H 3.05245 -2.75666 -7.93681  0.087
106 H 2.09882 -1.28075 -7.87337  0.089
107 H 1.51927 -2.73846 -7.06677  0.087
108 H 2.38219 0.13336 -5.68478  0.121
109 H 3.82127 0.59139 -3.72328  0.116
110 H 5.34748 -3.50069 -3.80643  0.126
111 H 4.08905 -3.88752 -6.00368  0.156
112 H 7.26672 -1.90521 -4.66087  0.080
113 H 7.59866 -2.72476 -2.99468  0.091
114 H 8.45614 -1.20094 -3.49421  0.064

- E_LUMO (eV) = -6.359
- total charge = +2
- gap between HOMO and LUMO (hartree) = 0.2033
- molar mass (g mol⁻¹) = 1295.0
- DFT total energy (eV) = -225046.2858